Record 1
Entry from the OMol25 dataset: a single C6H16N2 molecule in a non-equilibrium geometry (ωB97M-V/def2-TZVPD).

Element x y z (Å)
C  1.9550  2.7143  -1.6134
H  -0.1469  -2.9853  2.4365
N  -0.0988  -2.1589  0.4615
H  2.5403  2.8940  -0.6969
H  0.2944  1.6817  -2.3247
C  -0.3562  0.0244  -0.5689
H  0.2716  -0.5323  -1.2675
C  0.5729  -2.6711  1.6687
H  2.5662  2.0469  -2.2230
H  -2.5570  -1.7354  0.3473
N  0.4082  1.2580  -0.2899
H  1.8437  3.6648  -2.1603
H  -1.2789  0.2327  -1.1023
H  -0.1735  3.0501  -1.2681
C  -2.1721  -0.9434  0.9870
H  -2.3573  -1.1587  2.0368
H  -0.1720  -0.2747  1.5272
H  1.2562  -3.4694  1.3621
H  0.1039  1.7327  0.5486
H  1.1795  -1.8822  2.0920
C  0.5097  2.2085  -1.4007
H  -0.7517  -2.8210  0.0717
C  -0.6711  -0.7930  0.6800
H  -2.7662  -0.0831  0.6965

Cartesian forces (eV/Å) of the 6 atoms listed first:
-0.191 0.783 0.028
0.260 -0.276 0.080
1.204 1.072 1.317
-0.554 0.024 -0.140
-0.594 -0.013 -0.114
0.331 1.007 -0.407

The SMILES is CCNC[C@@H](C)NC. For the energy relative to the best compared isomer or geometry (same formula, charge and spin), the calculation gives 33.1 kcal per mole. The LUMO energy comes out at 1.1 eV. As for the charge: 0. Its gap between HOMO and LUMO is 9.42 eV.



Record 2
Entry from the OMol25 dataset: a molecular structure, C6H16N2 in a non-equilibrium geometry (ωB97M-V/def2-TZVPD).

Element x y z (Å)
C  0.4792  1.6471  0.3382
H  -0.2916  -2.3811  1.2454
H  0.3927  -2.1328  -0.7520
C  -0.5877  1.1192  -0.6288
H  -0.3627  1.3314  -1.6835
N  -1.8808  1.6694  -0.2781
H  -1.8307  2.5673  0.1647
H  -0.4577  -3.4322  -0.1358
C  -0.7809  -0.4221  -0.5372
C  1.5761  -3.3270  0.6625
H  -0.0958  3.6555  0.9121
C  0.2399  -2.7316  0.3538
H  -2.5509  1.7636  -1.0222
H  0.6796  3.5536  -0.6840
H  0.2320  1.2288  1.3150
H  -1.2265  -0.8297  -1.4549
H  1.3910  1.1151  0.0827
H  1.9920  -3.8105  -0.2205
H  1.5872  3.4074  0.8076
C  0.6560  3.1423  0.3270
H  -1.4905  -0.6005  0.2899
H  1.4666  -4.0891  1.4326
N  0.4451  -1.0673  -0.2601
H  2.2888  -2.5780  0.9911

Cartesian forces (eV/Å) of the 6 atoms listed first:
-0.155 -1.326 -0.578
0.072 0.402 -0.316
-0.030 0.893 -0.480
-0.570 0.217 -0.324
0.452 0.136 0.223
-0.440 -0.131 0.319

For the energy relative to the best compared isomer or geometry (same formula, charge and spin), the calculation gives 89.0 kcal per mole. The LUMO energy (alpha / beta) comes out at -4.2 / -7.7 eV. As for the charge: +1. Its gap between HOMO and LUMO (alpha / beta) is 8.90 / 5.35 eV. As for the multiplicity: 2.



Record 3
Entry from the OMol25 dataset: 2 unconnected molecules or ions with the total composition C6H16N2O (ωB97M-V/def2-TZVPD).

Element x y z (Å)
N  1.4733  -0.5441  -1.7653
H  0.1144  -2.1245  0.4302
H  -2.1660  -1.5095  -0.0703
H  1.2288  0.7292  -3.3859
H  0.9413  -1.2964  -2.1924
C  -0.1954  -0.1046  1.2453
H  1.7005  1.5111  -1.8794
C  -1.7984  -0.7303  -0.7281
C  -1.1186  0.3270  0.0837
H  0.0194  1.0095  -2.1239
N  -1.5248  1.5077  -0.0800
H  1.6085  -1.3148  0.9533
H  -1.6720  0.4835  2.4212
H  0.3136  1.9384  1.8459
C  0.5504  -1.4461  1.1595
H  -1.1163  -1.1832  -1.4423
H  -1.0861  2.2293  0.4842
H  -2.6233  -0.2766  -1.2664
O  -1.1437  -0.3137  2.2964
H  1.5181  1.1586  0.8176
H  1.3434  0.6921  2.5154
C  0.8086  0.9957  1.6239
H  1.3023  -0.5627  -0.7744
C  1.0644  0.7384  -2.3094
H  0.4578  -1.9138  2.1411

Cartesian forces (eV/Å) of the 6 atoms listed first:
0.057 -0.183 -0.213
0.017 -0.051 -0.041
-0.115 -0.239 0.087
0.041 0.112 -0.033
0.131 0.064 0.169
0.222 0.423 0.225

The SMILES is [H]/N=C(/C)C(C)(C)O.CN. For the energy relative to the best compared isomer or geometry (same formula, charge and spin), the calculation gives 37.5 kcal per mole. The LUMO energy comes out at 0.8 eV. As for the charge: 0. Its gap between HOMO and LUMO is 10.12 eV.



Record 4
Entry from the OMol25 dataset: a single C6H16N2O molecule in a non-equilibrium geometry (ωB97M-V/def2-TZVPD).

Element x y z (Å)
H  -0.4835  -1.4058  3.1339
H  -0.0039  -3.0889  0.5210
H  1.1180  -2.9387  1.8751
H  -2.0600  1.9913  -0.0065
H  1.5187  1.6921  -2.3162
N  0.8133  1.8094  0.0792
H  0.6390  -0.7287  -1.0165
C  -0.4720  1.3252  -1.9760
H  0.6209  2.8039  0.1099
H  -1.6480  -1.5942  1.8207
C  -0.3154  1.0433  -0.3093
H  1.1785  -0.4626  1.5192
H  -1.1263  0.0167  2.3652
N  0.8016  1.0327  -2.6034
H  -1.2755  0.7321  -2.4208
C  0.8009  -2.4823  0.9363
H  -1.0849  -0.9250  -0.5392
H  0.7635  1.0429  -3.6161
C  0.3304  -1.0496  1.1537
H  1.3870  1.3707  0.7957
H  -0.7621  2.3875  -2.0517
C  -0.8015  -1.0034  2.1701
H  1.6445  -2.5155  0.2483
O  -1.4478  1.3937  0.4368
C  -0.1355  -0.4468  -0.3094

Cartesian forces (eV/Å) of the 6 atoms listed first:
0.081 -0.198 -0.020
-0.058 -0.063 -0.035
-0.018 -0.044 0.042
0.325 -0.032 -0.278
-0.230 -0.152 0.129
0.675 -0.619 -0.211

The SMILES is CC(C)C[C@](N)(O)CN. For the energy relative to the best compared isomer or geometry (same formula, charge and spin), the calculation gives 27.9 kcal per mole. The LUMO energy comes out at 0.9 eV. As for the charge: 0. Its gap between HOMO and LUMO is 9.63 eV.